Entry 1:
This record from the Open Molecules 2025 dataset describes a molecular structure, C32H39Cl3KN7SSi. The level of theory is ωB97M-V/def2-TZVPD.

Results
Maximum force in eV/A: 0.32
E_LUMO (spin up / spin down) in eV: 4.124 / 4.132
E_tot in hartree: -4294.45378
Charge: -2
Frontier orbital gap (spin up / spin down) in eV: 4.06 / 4.17

Atoms and positions in Å:
K  1.00048  0.82017  -0.74257
C  -3.80624  0.09881  -0.14173
C  -3.62434  -0.12570  1.21002
C  -2.64493  0.64552  1.82758
C  -1.93065  1.61470  1.17045
N  -2.16667  1.88537  -0.18567
C  -3.08958  1.05975  -0.81146
C  -0.83679  2.34811  1.87254
C  -1.13270  3.43399  2.68034
C  -0.03759  4.07636  3.30060
C  1.22565  3.59279  3.12242
C  1.45814  2.43302  2.31659
N  0.38247  1.86010  1.67527
C  2.74155  1.82722  2.17557
C  3.88792  2.29643  2.88310
C  5.08150  1.63919  2.77756
C  5.18341  0.49714  1.96588
C  4.03785  0.12004  1.28021
N  2.86791  0.73533  1.34877
H  -4.47537  -0.50943  -0.73599
H  -4.12678  -0.92260  1.73615
H  -2.37558  0.46675  2.86042
H  -3.18148  1.17687  -1.87319
H  -2.15310  3.77292  2.79188
H  -0.19535  4.95680  3.91438
H  2.05723  4.10042  3.59128
H  3.82006  3.17065  3.51512
H  5.94575  2.00547  3.32255
H  6.10779  -0.05188  1.85065
H  4.07625  -0.73488  0.60692
C  1.57101  -3.72147  0.14413
C  1.10133  -2.28254  0.08913
N  0.14720  -2.04983  1.15186
C  -0.73828  -2.97275  1.64485
N  -1.64312  -2.57019  2.46521
C  -2.62664  -3.51726  2.93604
C  -2.15751  -4.96612  2.90724
C  -1.56250  -5.24851  1.54179
N  -0.50768  -4.29314  1.27352
C  0.33592  -4.60079  0.12981
H  2.14836  -3.89666  1.05535
H  2.19748  -3.93613  -0.72300
H  0.68264  -2.08161  -0.90662
H  1.95241  -1.61536  0.23907
H  -0.06102  -1.10410  1.43987
H  -3.53773  -3.43206  2.32484
H  -2.91675  -3.24094  3.95533
H  -2.98566  -5.65126  3.11034
H  -1.39002  -5.12321  3.67119
H  -2.33894  -5.20070  0.76615
H  -1.11971  -6.24895  1.50596
H  -0.21127  -4.46059  -0.81267
H  0.60428  -5.65937  0.19876
S  2.80622  2.81048  -2.51439
C  2.96776  1.09555  -2.73698
N  1.98531  0.45251  -3.51016
C  1.76614  -0.92566  -3.44886
C  2.63396  -1.71451  -2.75985
C  3.73957  -1.14079  -2.09522
C  3.85247  0.28192  -2.07441
H  1.32708  1.05171  -3.97370
H  0.88155  -1.29935  -3.94386
H  2.43701  -2.77901  -2.72256
H  4.43825  -1.75551  -1.54262
H  4.60225  0.76791  -1.46645
Cl  -3.26561  -1.12371  -3.75852
Si  -1.68870  -1.90617  -2.42599
Cl  -2.98743  -3.21847  -1.20907
Cl  -0.93938  -3.48264  -3.76416
C  -3.22003  3.67546  -2.54532
C  -1.75044  3.31609  -2.25074
C  -0.92571  4.60170  -2.41059
C  -1.22401  2.30748  -3.28766
C  -1.50683  2.86032  -0.83268
H  -3.27070  4.22491  -3.48989
H  -3.61941  4.31560  -1.75465
H  -3.87306  2.80957  -2.64090
H  -1.00678  4.97268  -3.43561
H  0.12853  4.40534  -2.20522
H  -1.28438  5.37815  -1.72959
H  -1.48370  2.60983  -4.30764
H  -1.61690  1.29985  -3.14262
H  -0.13757  2.27685  -3.20452
H  -0.80608  3.41600  -0.22936

Löwdin population analysis, charges in e, atoms 1 to 8:
1 K 0.572
2 C -0.114
3 C -0.110
4 C -0.037
5 C -0.153
6 N -0.001
7 C -0.085
8 C -0.314



Entry 2:
This record from the Open Molecules 2025 dataset describes a gas-phase ion, C8H11N2O2 (charge -1) at a distorted geometry. The level of theory is ωB97M-V/def2-TZVPD.

Results
SMILES: CO[C@@H](c1ccccn1)N(C)[O-]
Maximum force in eV/A: 3.99
E_LUMO (spin up / spin down) in eV: 3.792 / 3.792
E_tot in hartree: -571.28949
Charge: -1
Frontier orbital gap (spin up / spin down) in eV: 5.21 / 5.21

Atoms and positions in Å:
C  -3.07373  -0.78401  -0.25751
O  -1.84649  -0.56216  0.33519
C  -1.10162  0.44783  -0.15979
C  0.12334  0.62498  0.63015
C  1.03996  1.63297  0.32659
C  2.23559  1.61186  0.99627
C  2.64567  0.51730  1.70910
C  1.70618  -0.53605  1.77259
N  0.51130  -0.51556  1.25112
N  -0.57745  0.05067  -1.67869
C  0.16486  -1.20426  -1.38562
O  -0.02289  0.96863  -2.39523
H  -3.04163  -1.02862  -1.39301
H  -3.55563  0.17918  -0.25535
H  -3.61039  -1.44465  0.41978
H  -1.68738  1.26064  -0.51031
H  0.66986  2.51460  -0.14060
H  2.91382  2.36098  0.71346
H  3.59285  0.30061  2.05739
H  1.91771  -1.59019  1.97027
H  1.22630  -1.14624  -1.21818
H  -0.32804  -1.69849  -0.60412
H  0.09781  -1.96003  -2.18352

Löwdin population analysis, charges in e, atoms 1 to 8:
1 C -0.120
2 O -0.172
3 C -0.317
4 C -0.230
5 C -0.034
6 C -0.113
7 C -0.093
8 C -0.179



Entry 3:
This record from the Open Molecules 2025 dataset describes a molecular structure, C28H50AlO14 at a distorted geometry. The level of theory is ωB97M-V/def2-TZVPD.

Results
Maximum force in eV/A: 7.89
E_LUMO in eV: 1.790
E_tot in hartree: -2392.58422
Charge: -1
Frontier orbital gap in eV: 6.02

Atoms and positions in Å:
C  -4.03985  -2.30156  2.64080
C  -4.12326  -2.10709  0.98522
C  -2.92255  -1.07045  0.57083
C  -3.41477  0.07636  -0.52399
Al  -1.23364  -2.04411  -0.19058
C  -1.21632  -3.91014  0.66028
C  -1.44569  -5.15525  -0.38253
C  0.37934  -1.00781  0.53549
C  1.53198  -0.63998  -0.57009
C  -1.44906  -2.01491  -2.22868
C  -0.15251  -2.54528  -3.07936
O  0.47168  -3.77534  -2.56946
C  1.92887  -3.64507  -2.41412
C  2.56668  -4.30283  -1.01506
O  2.76961  -3.04084  -3.26213
H  -2.89887  -2.14236  2.94886
H  -4.73686  -1.54332  3.22083
H  -4.29457  -3.43284  2.87047
H  -4.08201  -3.13891  0.41413
H  -5.15570  -1.59204  0.73478
H  -2.57831  -0.48618  1.53042
H  -4.32247  0.63137  -0.01792
H  -3.84453  -0.40884  -1.52173
H  -2.58664  0.88425  -0.73255
H  -0.20831  -4.00984  1.27920
H  -2.08684  -3.94993  1.47519
H  -0.36051  -5.55339  -0.67679
H  -1.97741  -6.05879  0.15330
H  -1.95359  -4.82554  -1.38670
H  0.79790  -1.63610  1.45774
H  -0.01508  0.00933  1.01857
H  2.33665  -1.51735  -0.65656
H  1.13245  -0.27244  -1.60664
H  2.14579  0.27806  -0.11594
H  -1.75868  -0.92208  -2.56887
H  -2.38342  -2.70287  -2.50876
H  -0.55723  -2.80709  -4.17146
H  0.57151  -1.63572  -3.21240
H  2.48890  -5.46681  -1.12875
H  3.64054  -3.90394  -0.77288
H  1.82310  -3.97318  -0.14110
C  -2.25342  3.91050  3.00459
C  -3.59660  3.25978  3.27136
C  -3.48764  1.94357  3.97990
O  -4.63977  1.25315  3.53475
C  -4.93906  1.75809  2.30359
O  -5.72932  1.25494  1.52137
O  -4.23203  2.90366  2.05430
H  -2.39682  4.93787  2.65353
H  -1.63617  3.94001  3.90762
H  -1.70776  3.38387  2.21445
H  -4.25495  3.95136  3.81193
H  -3.50139  2.05809  5.06810
H  -2.60242  1.36485  3.69357
C  4.93769  0.95437  -2.89949
C  4.16849  2.19704  -3.30301
C  5.01528  3.43316  -3.33870
O  4.08240  4.45883  -3.05591
C  3.09629  3.88623  -2.30759
O  2.24249  4.50653  -1.69456
O  3.19075  2.52056  -2.32772
H  4.32340  0.06265  -3.06315
H  5.85884  0.84718  -3.48028
H  5.18620  0.97086  -1.83300
H  3.65709  2.03517  -4.26018
H  5.47691  3.58923  -4.31850
H  5.79591  3.45072  -2.57005
C  -6.00858  7.61326  3.94327
C  -4.70954  8.38127  4.08949
C  -4.50038  9.40315  3.01323
O  -3.09019  9.47992  2.92551
C  -2.61339  8.26563  3.32358
O  -1.46361  7.88727  3.16743
O  -3.59562  7.52005  3.91830
H  -6.19519  7.01615  4.84213
H  -6.85815  8.28721  3.79716
H  -5.96093  6.90965  3.10537
H  -4.64340  8.83262  5.08741
H  -4.92513  10.37591  3.27933
H  -4.89392  9.09728  2.03748
C  6.43413  -7.79485  -2.75192
C  6.57872  -6.38760  -2.20651
C  6.28999  -5.32494  -3.22322
O  7.08868  -4.24407  -2.78043
C  8.14172  -4.79338  -2.10986
O  9.14772  -4.18533  -1.78156
O  7.92714  -6.12151  -1.85609
H  6.47791  -8.52126  -1.93357
H  5.48233  -7.92568  -3.27564
H  7.25513  -8.04223  -3.43323
H  5.96017  -6.26078  -1.30916
H  5.23245  -5.04410  -3.23799
H  6.60125  -5.59504  -4.23844

Löwdin population analysis, charges in e, atoms 1 to 8:
1 C -0.157
2 C -0.276
3 C -0.369
4 C -0.171
5 Al 0.253
6 C -0.299
7 C -0.219
8 C -0.300



Entry 4:
This record from the Open Molecules 2025 dataset describes a single C10H16N4O4 molecule at a distorted geometry. The level of theory is ωB97M-V/def2-TZVPD.

Results
SMILES: CC(=O)/C(=N\O)N1CCN(/C(=N/O)C(C)=O)CC1
Maximum force in eV/A: 5.16
E_LUMO in eV: 0.323
E_tot in hartree: -910.37107
Frontier orbital gap in eV: 8.95

Atoms and positions in Å:
C  0.13551  3.49193  3.15738
C  1.18687  2.40864  2.69431
O  1.86602  1.90922  3.61050
C  1.35319  2.02210  1.20677
N  2.50811  2.33604  0.56305
O  3.61873  2.86897  1.32483
N  0.33030  1.60043  0.26027
C  0.48444  1.25965  -1.13655
C  0.55174  -0.29917  -1.30482
N  -0.76065  -0.98594  -0.81751
C  -1.22566  -2.18716  -1.40087
N  -2.53548  -2.51610  -1.22287
O  -3.10422  -3.71104  -1.78807
C  -0.36785  -3.03810  -2.26214
C  0.16077  -4.30406  -1.56880
O  0.22630  -2.73877  -3.27103
C  -1.66333  -0.05652  -0.01132
C  -0.74038  0.76024  0.94134
H  0.01612  4.30079  2.43193
H  -0.81510  2.88577  3.16273
H  0.33105  3.91312  4.23052
H  4.18768  3.53747  0.85154
H  -0.30496  1.78735  -1.68747
H  1.50037  1.65823  -1.35907
H  0.77074  -0.41191  -2.35129
H  1.47334  -0.54623  -0.67608
H  -3.84514  -3.59087  -2.35019
H  -0.57339  -4.89210  -1.06821
H  0.91734  -3.94597  -0.81913
H  0.58462  -4.94571  -2.26623
H  -2.41942  -0.51524  0.55891
H  -2.15585  0.58512  -0.73757
H  -1.38244  1.48531  1.54100
H  -0.30940  -0.12554  1.56415

Löwdin population analysis, charges in e, atoms 1 to 8:
1 C -0.015
2 C -0.323
3 O 0.064
4 C -0.167
5 N 0.043
6 O -0.100
7 N -0.105
8 C -0.164